No. 1
19
Properties=species:S:1:pos:R:3 method="wB97M-V/def2-TZVPD" fmax_ev_per_a=3.885 gap_ev=9.9 total_energy_ev=-27977.8184 homo_energy_ev=-9.47 smiles="CO[C@@H]1NC=N[C@@]2(OC2=O)[C@H]1Cl" relative_energy_kcal_mol=57.5
C 1.484 -0.662 0.053
O 0.201 -0.809 0.687
C -0.881 -0.249 0.020
N -0.774 1.128 -0.409
C -1.167 2.023 0.549
N -1.601 1.846 1.766
C -1.892 0.457 2.121
O -2.781 0.186 3.224
C -1.528 0.015 3.438
O -0.741 -0.117 4.317
C -2.026 -0.528 0.986
Cl -3.523 -0.243 0.240
H 1.916 -1.634 0.217
H 2.145 0.216 0.359
H 1.331 -0.606 -1.033
H -1.174 -0.780 -0.962
H 0.017 1.151 -1.021
H -0.843 3.087 0.514
H -1.985 -1.603 1.204



No. 2
15
Properties=species:S:1:pos:R:3 method="wB97M-V/def2-TZVPD" fmax_ev_per_a=4.781 gap_ev=8.7 total_energy_ev=-21712.6846 homo_energy_ev=-8.16 smiles="O=c1[nH]ccc2ccsc12" relative_energy_kcal_mol=23.2
O -0.830 -2.813 -0.011
C -0.777 -1.610 0.033
N -1.920 -0.788 -0.058
C -1.982 0.509 -0.094
C -0.853 1.346 0.010
C 0.397 0.610 0.050
C 1.797 1.025 0.020
C 2.654 -0.001 -0.053
S 2.006 -1.541 -0.045
C 0.391 -0.799 0.224
H -2.812 -1.333 0.086
H -3.001 0.863 -0.053
H -0.849 2.391 -0.013
H 2.067 2.042 -0.046
H 3.713 0.100 -0.050



No. 3
91
Properties=species:S:1:pos:R:3 method="wB97M-V/def2-TZVPD" charge=+1 fmax_ev_per_a=7.925 gap_ev=6.7 total_energy_ev=-121309.2400 homo_energy_ev=-10.19 relative_energy_kcal_mol=97.2
Ta -1.313 1.884 -0.486
S -1.645 1.429 -3.071
P 0.138 0.476 -2.877
C 0.082 0.312 -1.131
P 1.509 0.806 -0.224
S 1.122 2.785 0.016
C 1.368 -0.069 1.356
C 1.515 0.754 2.591
C 1.505 0.012 3.952
C 0.970 -1.382 3.871
C 0.749 -2.000 2.709
C 0.962 -1.340 1.420
C 3.196 0.516 -0.817
C 3.869 -0.653 -0.462
C 5.151 -0.875 -0.938
C 5.757 0.056 -1.770
C 5.090 1.223 -2.117
C 3.813 1.460 -1.635
C 0.281 -1.212 -3.515
C 1.429 -1.905 -3.123
C 1.582 -3.238 -3.461
C 0.583 -3.886 -4.179
C -0.555 -3.196 -4.569
C -0.710 -1.856 -4.240
C 1.374 1.482 -3.761
C 1.355 2.866 -3.583
C 2.237 3.663 -4.290
C 3.130 3.089 -5.187
C 3.141 1.716 -5.374
C 2.266 0.909 -4.663
H 2.346 1.454 2.496
H 2.460 0.002 4.483
H 0.802 -1.892 4.813
H 0.412 -3.028 2.679
H 0.761 -1.892 0.508
H 3.389 -1.375 0.185
H 5.679 -1.776 -0.657
H 6.756 -0.127 -2.144
H 5.565 1.950 -2.763
H 3.290 2.376 -1.875
H 2.190 -1.391 -2.546
H 2.473 -3.773 -3.160
H 0.694 -4.932 -4.430
H -1.327 -3.706 -5.130
H -1.595 -1.307 -4.538
H 0.646 3.310 -2.899
H 2.222 4.736 -4.150
H 3.809 3.717 -5.749
H 3.824 1.268 -6.084
H 2.269 -0.161 -4.815
O -2.911 5.467 0.623
P -2.220 4.071 0.632
O -1.152 3.817 1.598
O -1.794 3.672 -0.805
O -3.414 3.011 1.006
P -4.158 2.405 -0.324
O -5.440 1.710 0.324
O -4.473 3.462 -1.280
O -3.219 1.257 -0.680
H -3.577 5.562 -0.083
H -6.245 2.211 0.120
C -2.302 -2.994 4.726
O -2.541 -2.063 3.681
C -2.418 -2.483 2.406
C -1.919 -3.729 2.047
C -1.821 -4.095 0.715
C -2.239 -3.231 -0.282
C -2.792 -2.009 0.060
C -2.883 -1.617 1.391
N -3.639 -0.466 1.778
C -3.388 0.314 2.805
C -2.100 0.622 3.301
C -1.893 0.658 4.753
C -0.686 0.755 5.298
C 0.509 1.097 4.480
C 0.218 1.507 3.025
C -1.051 0.941 2.450
O -1.142 0.936 1.139
H -2.483 -2.452 5.650
H -1.268 -3.344 4.716
H -2.985 -3.844 4.662
H -1.622 -4.432 2.813
H -1.429 -5.070 0.460
H -2.160 -3.513 -1.323
H -3.172 -1.359 -0.710
H -4.537 -0.362 1.319
H -4.249 0.751 3.306
H -2.762 0.458 5.368
H -0.548 0.636 6.366
H 1.074 1.879 4.989
H 0.214 2.576 2.814